Here is a molecular structure, C52H39N5OSn from OMol25. Energies are from ωB97M-V/def2-TZVPD.

Atoms and positions in Å:
Sn (1.3435, 1.2341, -0.1637)
C (-3.2622, -4.6832, -5.7768)
C (-2.7134, -3.5140, -6.2889)
C (-1.9840, -2.6707, -5.4667)
C (-1.7974, -2.9824, -4.1190)
C (-2.3487, -4.1609, -3.6149)
C (-3.0739, -5.0075, -4.4407)
C (-1.0793, -2.0339, -3.2391)
C (-0.2331, -2.4561, -2.1518)
C (0.4075, -3.7165, -2.0932)
C (1.2396, -3.6930, -1.0345)
C (1.1330, -2.4245, -0.3441)
N (0.1858, -1.6567, -1.1099)
C (1.8429, -2.2916, 0.8417)
C (1.9107, -1.2360, 1.8193)
C (2.6071, -1.2699, 3.0992)
C (2.2581, -0.1438, 3.7662)
C (1.3099, 0.5532, 2.9195)
C (0.4318, 1.5832, 3.2395)
C (0.3341, 2.1840, 4.5754)
C (0.3913, 1.4179, 5.7449)
C (0.2537, 2.0250, 6.9824)
C (0.0632, 3.3986, 7.0680)
C (-0.0095, 4.1657, 5.9121)
C (0.1073, 3.5610, 4.6734)
C (-0.6296, 1.8502, 2.2799)
N (-0.4712, 1.5503, 1.0056)
C (-1.6726, 1.0553, 0.5440)
C (-1.6219, 0.0461, -0.3855)
C (-2.8694, -0.6611, -0.7339)
C (-2.9760, -2.0264, -0.4551)
C (-4.1653, -2.6948, -0.6925)
C (-5.2478, -2.0178, -1.2432)
C (-5.1491, -0.6621, -1.5251)
C (-3.9725, 0.0201, -1.2517)
C (-0.2573, -0.2358, -1.0513)
C (-1.0369, 1.2345, -3.1458)
C (-1.5727, 0.4823, -4.1202)
C (-1.0483, -0.7020, -3.4010)
N (-0.4045, 0.1171, -2.4609)
C (-2.6936, 1.3273, 1.5406)
C (-2.0428, 1.8367, 2.6189)
N (1.1969, -0.1373, 1.7159)
C (2.6668, -3.4837, 1.2499)
C (4.0297, -3.5338, 0.9883)
C (4.7738, -4.6311, 1.4026)
C (4.1615, -5.6710, 2.0892)
C (2.8006, -5.6126, 2.3649)
C (2.0529, -4.5208, 1.9458)
H (-3.8309, -5.3419, -6.4221)
H (-2.8435, -3.2680, -7.3366)
H (-1.5251, -1.7772, -5.8792)
H (-2.2276, -4.4107, -2.5665)
H (-3.4997, -5.9198, -4.0405)
H (0.2867, -4.5004, -2.8245)
H (1.9121, -4.4817, -0.7433)
H (3.2773, -2.0475, 3.4369)
H (2.6080, 0.1796, 4.7364)
H (0.4924, 0.3415, 5.6796)
H (0.2824, 1.4233, 7.8824)
H (-0.0451, 3.8699, 8.0371)
H (-0.1593, 5.2361, 5.9792)
H (0.0546, 4.1594, 3.7691)
H (-2.1307, -2.5562, -0.0212)
H (-4.2524, -3.7466, -0.4446)
H (-6.1706, -2.5479, -1.4473)
H (-5.9948, -0.1309, -1.9438)
H (-3.9028, 1.0830, -1.4506)
H (-0.9913, 2.2783, -2.8637)
H (-2.0882, 0.6497, -5.0507)
H (-3.7378, 1.0573, 1.4583)
H (-2.4536, 2.0624, 3.5944)
H (4.5089, -2.7202, 0.4519)
H (5.8347, -4.6707, 1.1880)
H (4.7439, -6.5265, 2.4104)
H (2.3186, -6.4189, 2.9047)
H (0.9898, -4.4704, 2.1614)
O (2.2835, 3.4891, 1.2505)
C (3.6102, 3.7308, 0.7335)
C (3.6214, 4.5654, -0.5373)
C (2.9117, 3.9136, -1.7552)
C (1.4499, 4.2821, -1.8295)
C (1.0533, 5.4670, -2.4498)
C (-0.2644, 5.8773, -2.3731)
C (-1.1691, 5.1025, -1.6552)
C (-0.7132, 3.9333, -1.0865)
N (0.5596, 3.5067, -1.1928)
H (1.8938, 4.3355, 1.4991)
H (4.0379, 2.7481, 0.5409)
H (4.2147, 4.2130, 1.4998)
H (4.6657, 4.7526, -0.7961)
H (3.1743, 5.5421, -0.3226)
H (3.0201, 2.8334, -1.6960)
H (3.4073, 4.2349, -2.6706)
H (1.7919, 6.0588, -2.9787)
H (-0.5832, 6.7945, -2.8550)
H (-2.2019, 5.4038, -1.5382)
H (-1.3882, 3.2992, -0.5200)

The energy above the lowest of the compared OMol25 structures with the same formula, charge and spin comes out at 0.5338 eV. Its HOMO energy is -0.463 hartree. The molecular weight is 868.63 Da. As for the total charge: +2.

---

Here is a molecular structure, C52H40AsN2O2PRuS in a non-equilibrium geometry from OMol25. Energies are from ωB97M-V/def2-TZVPD.

Atoms and positions in Å:
Ru (-0.3637, 0.0919, 0.8192)
C (-0.5624, 3.6400, -6.9601)
C (-0.5042, 3.2211, -5.5191)
C (-0.0353, 4.0931, -4.5392)
C (0.0094, 3.7140, -3.2073)
C (-0.4304, 2.4473, -2.8617)
C (-0.8999, 1.5532, -3.8172)
C (-0.9368, 1.9488, -5.1404)
S (-0.3309, 1.8780, -1.2014)
O (-1.6629, 1.7015, -0.6335)
O (0.5599, 2.7527, -0.4653)
N (0.2581, 0.3734, -1.2532)
C (1.6424, 0.1706, -1.3096)
C (2.5645, 1.0343, -1.9775)
C (3.8803, 0.8925, -1.7293)
C (4.3474, -0.0954, -0.7038)
C (3.3308, -1.1875, -0.5796)
N (2.0594, -0.9714, -0.7305)
H (0.0924, 4.4869, -7.1567)
H (-1.5807, 3.9357, -7.2215)
H (-0.2799, 2.8181, -7.6172)
H (0.3085, 5.0794, -4.8241)
H (0.3876, 4.3798, -2.4423)
H (-1.2178, 0.5620, -3.5182)
H (-1.2941, 1.2581, -5.8944)
H (2.1892, 1.7760, -2.6700)
H (4.6140, 1.5159, -2.2251)
H (5.3302, -0.4962, -0.9623)
H (3.6329, -2.1815, -0.2691)
C (1.6009, 6.0876, 2.9771)
C (2.5481, 5.1317, 3.3177)
C (2.3131, 3.7925, 3.0491)
C (1.1164, 3.4102, 2.4440)
C (0.1670, 4.3688, 2.1053)
C (0.4125, 5.7066, 2.3713)
P (0.7426, 1.6558, 2.2163)
C (2.3522, 0.8249, 1.9647)
C (2.5772, -0.4134, 2.6365)
C (3.8476, -1.0113, 2.5554)
C (4.8092, -0.5171, 1.7311)
C (4.5199, 0.5793, 0.7515)
C (3.2855, 1.3398, 1.1153)
C (0.2087, 1.0934, 3.8627)
C (0.6952, 1.5385, 5.0675)
C (0.1523, 1.0536, 6.2685)
C (-0.9157, 0.1978, 6.2448)
C (-1.4806, -0.2245, 5.0214)
C (-2.6733, -0.9850, 4.9664)
C (-3.2558, -1.2725, 3.7633)
C (-2.6255, -0.9058, 2.5632)
C (-1.4074, -0.2429, 2.5430)
C (-0.8740, 0.1870, 3.8081)
H (1.7939, 7.1328, 3.1793)
H (3.4728, 5.4275, 3.7952)
H (3.0590, 3.0499, 3.3005)
H (-0.7578, 4.0655, 1.6309)
H (-0.3236, 6.4526, 2.1028)
H (1.8204, -0.8291, 3.2883)
H (4.0618, -1.8723, 3.1769)
H (5.7967, -0.9618, 1.7042)
H (5.3770, 1.2540, 0.6586)
H (3.1113, 2.2938, 0.6329)
H (1.4918, 2.2699, 5.0981)
H (0.5673, 1.3885, 7.2096)
H (-1.3633, -0.1414, 7.1712)
H (-3.1350, -1.3003, 5.8942)
H (-4.1961, -1.8070, 3.7244)
H (-3.1118, -1.1648, 1.6335)
C (-3.8768, -5.2555, 1.8478)
C (-2.5997, -4.9602, 2.3066)
C (-1.8640, -3.9556, 1.7007)
C (-2.3979, -3.2498, 0.6259)
C (-3.6776, -3.5403, 0.1719)
C (-4.4150, -4.5440, 0.7864)
As (-1.2568, -1.9134, -0.2409)
C (-2.2373, -1.5845, -1.8667)
C (-3.2921, -0.7062, -2.0512)
C (-3.8780, -0.6062, -3.3070)
C (-3.3929, -1.3709, -4.3600)
C (-2.3270, -2.2412, -4.1743)
C (-1.7392, -2.3593, -2.9199)
C (-0.6146, -3.2511, -2.5670)
C (0.0176, -4.1438, -3.4268)
C (1.0497, -4.9406, -2.9582)
C (1.4604, -4.8608, -1.6326)
C (0.8422, -3.9714, -0.7681)
C (-0.1845, -3.1739, -1.2405)
H (-4.4516, -6.0424, 2.3179)
H (-2.1806, -5.5152, 3.1359)
H (-0.8708, -3.7102, 2.0631)
H (-4.0983, -2.9912, -0.6611)
H (-5.4113, -4.7720, 0.4304)
H (-3.6437, -0.0924, -1.2309)
H (-4.7073, 0.0704, -3.4659)
H (-3.8506, -1.2907, -5.3376)
H (-1.9622, -2.8308, -5.0055)
H (-0.2983, -4.2270, -4.4587)
H (1.5365, -5.6339, -3.6314)
H (2.2652, -5.4924, -1.2791)
H (1.1678, -3.8883, 0.2623)

As for the spin multiplicity: 6. The energy above the lowest of the compared OMol25 structures with the same formula, charge and spin comes out at 0.9338 eV. Its HOMO energy (alpha / beta) is -0.319 / -0.394 hartree. The molecular weight is 963.94 Da. As for the total charge: +1.

---

Here is a molecular structure, C52H40CdCl5NO5P2SSi in a non-equilibrium geometry from OMol25. Energies are from ωB97M-V/def2-TZVPD.

Atoms and positions in Å:
Cd (0.9806, 0.4190, 0.0697)
C (3.2704, 0.7104, 3.1202)
Si (1.7984, -0.2008, 2.3711)
C (0.3578, 0.2291, 3.7070)
C (0.0171, -0.6995, 4.6995)
C (-0.8999, -0.4107, 5.7115)
C (-1.4873, 0.8674, 5.7600)
C (-1.1790, 1.8290, 4.7610)
C (-0.2739, 1.4910, 3.7585)
P (-0.0282, 2.5590, 2.2999)
C (-0.3309, 4.2841, 2.7981)
C (0.6780, 5.1988, 2.4711)
C (0.5085, 6.5423, 2.6990)
C (-0.6662, 7.1205, 3.2282)
C (-1.7114, 6.2494, 3.5278)
C (-1.4487, 4.8985, 3.4007)
C (-1.3633, 1.7378, 1.1681)
C (-2.1157, 1.6522, -1.2895)
C (-3.1193, 0.7987, -1.2481)
C (-3.9852, 0.5981, -0.1366)
C (-3.9165, 1.1284, 1.1085)
C (-2.9200, 2.2003, 1.4849)
C (2.2384, -2.0784, 2.5336)
C (3.3350, -2.4139, 3.3444)
C (3.8409, -3.7101, 3.3976)
C (3.2154, -4.6985, 2.6404)
C (2.1175, -4.4088, 1.8614)
C (1.6760, -3.1056, 1.7706)
P (0.3557, -2.5716, 0.6036)
C (0.1884, -3.8698, -0.6691)
C (1.3714, -4.4262, -1.1820)
C (1.3576, -5.3368, -2.2560)
C (0.2093, -5.5442, -2.9784)
C (-0.9541, -4.9634, -2.4793)
C (-0.9766, -4.2513, -1.3007)
C (-1.1682, -2.8455, 1.6298)
C (-2.3566, -2.3042, 1.1299)
C (-3.5554, -2.4965, 1.8238)
C (-3.5502, -3.1243, 3.0736)
C (-2.3577, -3.5677, 3.5880)
C (-1.2018, -3.5019, 2.8151)
H (3.3356, 0.4879, 4.1801)
H (3.2014, 1.7830, 2.8115)
H (4.2133, 0.3419, 2.6232)
H (0.5941, -1.6177, 4.8530)
H (-1.1555, -1.2023, 6.4266)
H (-2.2686, 0.9981, 6.4895)
H (-1.6718, 2.8487, 4.6695)
H (1.5253, 4.8671, 1.9792)
H (1.2891, 7.2135, 2.4158)
H (-0.7002, 8.1891, 3.4294)
H (-2.6510, 6.6004, 3.9765)
H (-2.2374, 4.2507, 3.7477)
H (-1.5222, 1.7078, -2.1960)
H (-3.3729, 0.3157, -2.2022)
H (-4.6196, -0.2587, -0.2987)
H (-4.6675, 0.7957, 1.8262)
H (-3.1021, 2.6301, 2.4994)
H (3.7197, -1.6560, 3.9684)
H (4.7172, -3.9416, 4.0070)
H (3.7134, -5.6755, 2.6108)
H (1.7136, -5.2261, 1.3034)
H (2.3119, -4.1072, -0.7549)
H (2.2835, -5.7708, -2.6314)
H (0.1176, -6.1596, -3.8346)
H (-1.8867, -4.9216, -3.0392)
H (-1.9153, -3.8098, -1.0599)
H (-2.3613, -1.7762, 0.1709)
H (-4.4838, -2.1523, 1.4016)
H (-4.4549, -3.1985, 3.6346)
H (-2.2832, -4.0136, 4.6017)
H (-0.2541, -3.8820, 3.2495)
C (-0.0923, 2.0161, -7.7270)
C (0.2877, 2.3292, -6.2777)
C (0.1506, 1.3336, -5.2947)
C (0.4537, 1.5589, -3.9665)
C (0.9806, 2.8107, -3.6014)
C (1.3152, 3.7066, -4.5885)
C (0.8984, 3.5144, -5.8899)
S (1.6398, 3.0852, -1.9365)
O (2.8572, 2.2615, -1.8942)
O (1.8131, 4.5288, -1.9127)
N (0.6187, 2.4579, -0.9855)
C (-0.4601, 3.4080, -0.5779)
C (-1.6132, 2.5213, -0.1700)
O (-2.7690, 3.2429, 0.4476)
O (-1.0738, 0.4780, 1.1672)
H (-1.0086, 1.4857, -7.7779)
H (0.6544, 1.3823, -8.1338)
H (-0.1643, 2.9119, -8.2584)
H (-0.3356, 0.4210, -5.6101)
H (0.2724, 0.8432, -3.2049)
H (1.9128, 4.5774, -4.3140)
H (1.0683, 4.3570, -6.5125)
H (-0.7649, 4.0298, -1.4553)
H (-0.0861, 4.0784, 0.1566)
Cl (3.0798, -3.4437, -6.4862)
C (2.3027, -2.8228, -5.0938)
C (3.0504, -2.4436, -3.9555)
Cl (4.7385, -2.6576, -3.9644)
C (2.4883, -1.8972, -2.8455)
Cl (3.3766, -1.3135, -1.5101)
C (1.0490, -1.6051, -2.7381)
O (0.5069, -0.9183, -1.8289)
C (0.3328, -2.1114, -3.8585)
Cl (-1.4461, -2.1189, -3.7609)
C (0.9551, -2.6510, -4.9805)
Cl (-0.0668, -3.0017, -6.3355)

The energy above the lowest of the compared OMol25 structures with the same formula, charge and spin comes out at 1.1734 eV. Its HOMO energy is -0.071 hartree. The molecular weight is 1170.67 Da. As for the total charge: -2.

---

Here is a molecular structure, C52H41BrF5N7O6P2SSeTeTi in a non-equilibrium geometry from OMol25. Energies are from ωB97M-V/def2-TZVPD.

Atoms and positions in Å:
Ti (-1.5832, 1.2147, 3.5013)
O (-0.4831, -2.1878, -1.9134)
C (0.6651, -2.8317, -2.3338)
C (1.1486, -2.7764, -3.6376)
C (2.2601, -3.5207, -3.9890)
C (2.8815, -4.3291, -3.0621)
C (2.4493, -4.3297, -1.7487)
C (1.3585, -3.5612, -1.3527)
P (0.8095, -3.3513, 0.3846)
C (2.3445, -4.0814, 1.0708)
C (2.4250, -5.3089, 1.7126)
C (3.6658, -5.8027, 2.0966)
C (4.8202, -5.0849, 1.8293)
C (4.7436, -3.8616, 1.1763)
C (3.5088, -3.3511, 0.8216)
C (-0.4672, -4.6506, 0.5168)
C (-1.0830, -5.2000, -0.6064)
C (-2.1049, -6.1226, -0.4525)
C (-2.5375, -6.4862, 0.8140)
C (-1.9313, -5.9412, 1.9350)
C (-0.9087, -5.0215, 1.7843)
C (-1.1265, -1.4478, -2.8679)
C (-1.4349, -2.0281, -4.0982)
C (-2.0767, -1.2956, -5.0725)
C (-2.4396, 0.0074, -4.8276)
C (-2.2162, 0.5723, -3.5886)
C (-1.5508, -0.1218, -2.5780)
P (-1.4606, 0.4715, -0.7831)
C (-0.8223, 2.1961, -1.1223)
C (-1.4144, 3.1318, -1.9309)
C (-0.8497, 4.3960, -2.1638)
C (0.3834, 4.7452, -1.6286)
C (1.0294, 3.8833, -0.7823)
C (0.4927, 2.5489, -0.5266)
C (-3.3061, 0.5882, -0.8318)
C (-3.9100, -0.6642, -0.9637)
C (-5.2861, -0.7933, -0.9901)
C (-6.0876, 0.3336, -0.8887)
C (-5.4980, 1.5792, -0.7568)
C (-4.1170, 1.7098, -0.7260)
H (0.6790, -2.1349, -4.3679)
H (2.6295, -3.4710, -5.0040)
H (3.7217, -4.9449, -3.3514)
H (2.9680, -4.9424, -1.0270)
H (1.5328, -5.8808, 1.9142)
H (3.7244, -6.7483, 2.6175)
H (5.7834, -5.4791, 2.1233)
H (5.6437, -3.3008, 0.9591)
H (3.4394, -2.3941, 0.3164)
H (-0.7569, -4.9241, -1.5999)
H (-2.5647, -6.5579, -1.3305)
H (-3.3507, -7.1897, 0.9297)
H (-2.2653, -6.2061, 2.9284)
H (-0.4523, -4.5880, 2.6574)
H (-1.1882, -3.0643, -4.2765)
H (-2.2980, -1.7548, -6.0246)
H (-2.9377, 0.5811, -5.5956)
H (-2.5742, 1.5756, -3.4126)
H (-2.3671, 2.9138, -2.3877)
H (-1.3843, 5.1020, -2.7838)
H (0.8096, 5.7133, -1.8445)
H (2.0146, 4.0985, -0.4032)
H (0.5029, 1.2011, 1.1229)
H (-3.2905, -1.5506, -1.0269)
H (-5.7318, -1.7741, -1.0770)
H (-7.1648, 0.2400, -0.9002)
H (-6.1176, 2.4624, -0.6794)
H (-3.6886, 2.6920, -0.5955)
N (1.9427, 4.0924, -6.7772)
C (1.9368, 3.4363, -5.5808)
C (0.9439, 2.4887, -5.2873)
C (0.9295, 1.8478, -4.0671)
C (1.8949, 2.1552, -3.1217)
C (2.8766, 3.1015, -3.3795)
C (2.9004, 3.7323, -4.6030)
S (1.8031, 1.4315, -1.5026)
O (1.2462, 0.1151, -1.5591)
O (3.0502, 1.6124, -0.8212)
N (0.7381, 2.1543, 0.8464)
C (0.4168, 3.1878, 1.7266)
N (0.6366, 4.3930, 1.2158)
C (0.3620, 5.4774, 1.9209)
C (-0.1642, 5.3752, 3.1814)
C (-0.4006, 4.0979, 3.6573)
N (-0.0999, 2.9885, 2.9732)
H (1.3730, 3.7394, -7.5256)
H (2.7712, 4.5952, -7.0426)
H (0.1854, 2.2608, -6.0240)
H (0.1836, 1.1021, -3.8348)
H (3.6210, 3.3132, -2.6263)
H (3.6662, 4.4651, -4.8157)
H (0.5678, 6.4234, 1.4354)
H (-0.4148, 6.2404, 3.7699)
H (-0.8557, 3.9531, 4.6278)
O (-4.4267, -1.1741, 2.7539)
N (-3.8140, -0.2352, 3.1444)
O (-2.5600, -0.1441, 2.7416)
Se (-3.3783, 4.6992, 1.4488)
C (-2.6604, 3.1507, 1.6031)
N (-2.0763, 2.1250, 1.6738)
F (-2.3488, 1.8832, 6.6139)
Te (-0.9889, 0.4222, 6.2662)
F (-2.7763, -0.3400, 5.9280)
F (-0.7333, -1.6293, 6.6893)
F (-2.8072, 2.2004, 4.1635)
F (-0.1703, 2.2366, 5.4582)
O (-0.7200, 0.0394, 4.4604)
Br (4.7713, 2.7528, 7.4775)
C (3.5433, 1.9678, 6.2615)
C (2.6780, 0.9793, 6.6927)
C (1.8768, 0.3683, 5.7385)
N (1.8666, 0.7245, 4.4599)
C (2.6735, 1.7000, 4.0765)
C (3.5508, 2.3489, 4.9324)
H (2.6405, 0.6710, 7.7266)
H (1.2643, -0.4878, 6.0091)
H (2.6528, 1.9502, 3.0209)
H (4.2252, 3.1106, 4.5731)

The energy above the lowest of the compared OMol25 structures with the same formula, charge and spin comes out at 1.8212 eV. Its HOMO energy is -0.286 hartree. The molecular weight is 1383.28 Da. As for the total charge: 0.